{
  "formula": "C30H44ClN4O5Si2Sr",
  "method": "the ωB97M-V functional and the def2-TZVPD basis",
  "species": ["Sr", "C", "Si", "C", "C", "C", "C", "C", "C", "C", "C", "N", "Si", "C", "C", "C", "H", "H", "H", "H", "H", "H", "H", "H", "H", "H", "H", "H", "H", "H", "H", "H", "H", "H", "H", "H", "H", "H", "O", "C", "O", "C", "O", "O", "C", "C", "C", "C", "C", "O", "C", "C", "C", "C", "C", "C", "Cl", "C", "C", "C", "N", "C", "N", "C", "N", "H", "H", "H", "H", "H", "H", "H", "H", "H", "H", "H", "H", "H", "H", "H", "H", "H", "H", "H", "H", "H", "H"],
  "positions_angstrom": [[-0.502073, 0.203484, 0.367186], [0.679821, 1.024188, -2.788157], [2.109629, 1.347771, -1.605041], [3.222817, 2.567622, -2.503068], [3.096783, -0.254890, -1.504550], [1.590072, 2.008611, 0.014161], [0.440773, 2.921601, -0.019851], [0.488963, 4.300139, 0.334858], [-0.648969, 5.074378, 0.319432], [-1.874890, 4.520423, -0.061032], [-1.876033, 3.192180, -0.408602], [-0.775371, 2.416256, -0.397179], [2.878390, 2.375303, 1.244512], [3.828337, 4.003111, 1.110956], [2.108778, 2.366834, 2.956951], [4.218083, 1.057445, 1.235828], [1.084698, 0.756710, -3.773375], [0.058223, 1.920885, -2.897813], [0.013185, 0.205037, -2.477259], [3.487786, 2.226498, -3.514694], [4.156226, 2.720115, -1.937280], [2.721830, 3.543930, -2.587170], [2.966748, -0.844237, -2.425321], [2.782104, -0.868652, -0.648180], [4.169642, -0.051700, -1.383964], [1.444904, 4.742564, 0.592912], [-0.588382, 6.122314, 0.591825], [-2.790560, 5.095922, -0.072403], [-2.797354, 2.694967, -0.703427], [3.307544, 4.817586, 1.632997], [3.979627, 4.311266, 0.066264], [4.816576, 3.888060, 1.577359], [1.136086, 2.881042, 2.955004], [2.752301, 2.855360, 3.702887], [1.927915, 1.333548, 3.282783], [4.859442, 1.118983, 0.344782], [3.784256, 0.048495, 1.274002], [4.856953, 1.189171, 2.120243], [-3.627367, -2.085470, 1.069354], [-3.007102, -1.029991, 0.907549], [-2.445926, -0.637494, -0.191599], [-2.669212, -0.132326, 2.130759], [-3.509196, 0.432329, 2.802577], [-1.368164, -0.089298, 2.285855], [-1.316671, -6.150938, -2.872738], [-1.666254, -6.999924, -1.642530], [-2.653050, -8.085055, -2.112074], [-0.406578, -7.716388, -1.139352], [-2.318495, -6.175893, -0.479250], [-2.894725, -7.108328, 0.464445], [-3.410993, -5.206488, -0.965451], [-2.955135, -3.798852, -1.420855], [-4.031796, -3.117144, -2.228025], [-5.136133, -2.565262, -1.580996], [-6.173951, -1.987680, -2.299065], [-6.105364, -1.958115, -3.682834], [-7.412671, -1.237562, -4.595405], [-5.012907, -2.478142, -4.353347], [-3.981220, -3.053719, -3.617917], [-1.387961, -5.455153, 0.518606], [-0.558962, -4.336635, 0.082168], [-0.678030, -3.101775, 0.570491], [0.258780, -2.322448, 0.054154], [0.950956, -3.181821, -0.755137], [0.494946, -4.415868, -0.773473], [-0.844133, -6.798988, -3.619797], [-0.612974, -5.351886, -2.638847], [-2.213649, -5.719084, -3.331395], [-2.243388, -8.570835, -3.003011], [-3.631876, -7.676058, -2.389759], [-2.794618, -8.857243, -1.352160], [-0.075120, -8.439025, -1.893349], [-0.618408, -8.267201, -0.216672], [0.411935, -7.015438, -0.961413], [-3.719354, -7.432659, 0.091783], [-4.108990, -5.089662, -0.130288], [-3.973411, -5.671941, -1.780503], [-2.044195, -3.863329, -2.018432], [-2.746928, -3.171342, -0.557188], [-5.162854, -2.559172, -0.492479], [-7.025560, -1.551936, -1.791140], [-4.967275, -2.428143, -5.434492], [-3.115153, -3.453379, -4.140416], [-0.780663, -6.195329, 1.033692], [-2.063890, -5.015229, 1.247877], [-1.457570, -2.812441, 1.267180], [1.804892, -2.881357, -1.350874]],
  "forces_ev_per_angstrom": [[3.54, -0.13, -1.47], [-0.26, -0.03, -0.04], [0.05, 0.13, -0.02], [0.25, 0.24, -0.20], [0.17, -0.33, 0.06], [-0.49, 0.55, -0.33], [-0.12, 0.03, -0.14], [-0.01, -0.09, 0.09], [0.10, -0.06, -0.01], [0.06, 0.06, 0.06], [0.34, -0.23, -0.08], [-0.20, 1.55, -0.36], [0.01, -0.14, 0.22], [0.15, 0.34, -0.12], [-0.12, 0.03, 0.28], [0.19, -0.25, -0.02], [-0.07, 0.01, 0.14], [0.08, -0.18, -0.03], [0.10, 0.12, -0.13], [-0.01, 0.09, 0.17], [-0.22, -0.02, -0.15], [0.13, -0.19, 0.00], [0.04, 0.12, 0.18], [0.07, 0.09, -0.22], [-0.26, -0.11, -0.05], [-0.16, -0.05, -0.02], [0.01, -0.01, 0.00], [0.04, 0.00, 0.00], [0.09, -0.01, 0.02], [0.15, -0.11, -0.10], [-0.01, -0.05, 0.22], [-0.14, 0.07, -0.06], [0.22, -0.09, 0.03], [-0.13, -0.11, -0.10], [-0.01, 0.18, -0.01], [-0.11, -0.01, 0.24], [0.15, 0.21, 0.01], [-0.09, -0.03, -0.15], [0.01, 0.16, 0.15], [-0.10, 0.10, -0.21], [-2.16, -0.93, 0.16], [0.34, -0.13, 0.41], [-0.07, -0.05, -0.11], [-1.75, -0.30, 2.07], [0.02, 0.00, -0.05], [0.10, -0.03, 0.09], [-0.06, 0.01, -0.01], [0.01, -0.04, -0.02], [-0.07, 0.19, 0.01], [-0.05, 0.00, -0.21], [-0.02, 0.11, -0.04], [-0.06, -0.07, -0.25], [-0.07, -0.10, 0.00], [-0.16, 0.04, 0.16], [0.03, -0.02, -0.01], [0.07, -0.02, 0.03], [0.04, -0.02, 0.01], [0.05, -0.01, -0.02], [0.01, -0.03, 0.02], [0.15, 0.11, -0.25], [-0.08, -0.44, 0.28], [0.38, 0.02, -0.11], [0.37, -0.54, -0.26], [-0.04, 0.19, -0.10], [-0.24, 0.34, 0.47], [-0.05, 0.05, 0.07], [-0.06, -0.09, -0.02], [0.13, -0.07, 0.06], [-0.04, 0.04, 0.08], [0.13, -0.03, 0.04], [0.00, 0.05, -0.05], [0.00, 0.07, 0.07], [0.02, 0.06, -0.10], [-0.07, -0.03, -0.01], [-0.06, -0.01, -0.01], [0.00, 0.10, -0.04], [0.01, -0.04, 0.01], [-0.09, 0.04, -0.01], [-0.22, -0.10, -0.16], [0.04, -0.01, -0.23], [0.05, -0.03, -0.02], [0.00, -0.01, 0.06], [-0.09, 0.03, 0.04], [0.15, 0.00, -0.05], [-0.02, -0.04, 0.13], [0.15, -0.09, -0.11], [-0.17, -0.03, 0.13]],
  "de_lowest_ev": 1.196,
  "e_homo_ev": -4.6578,
  "total_charge": -1,
  "e_tot_ev": -77142.8733
}